ORCA calculation (ωB97M-V with the def2-TZVPD basis set) on a 6-piece molecular cluster, C27H54N11O11S2 overall.

Positions of all 105 atoms, in Å:
C -0.12883 0.92093 5.02982
C -0.92856 0.61630 3.62395
C -2.52036 0.94340 3.85470
C -2.95170 2.50415 3.58018
C -4.26537 2.59547 2.54903
C -4.01016 3.58909 1.26493
C -3.46828 2.78027 -0.09486
C -2.04029 2.09610 0.33007
C -1.19665 1.42207 -0.90369
C 0.21700 2.20684 -1.33081
C 1.12452 1.54641 -2.52694
C 2.51240 2.34252 -2.93688
O 2.50983 3.44213 -3.71851
O 3.77519 1.78443 -2.42892
C 3.91386 2.03228 -0.98540
C 0.58604 0.14943 -3.20078
S 1.67300 -0.62054 -4.53853
C 1.60602 -2.51294 -4.29570
C 1.52339 -3.12939 -5.84415
O 2.34750 -2.59036 -6.74679
O 0.51859 -4.17525 -6.09125
C 1.26623 -5.43757 -6.20331
C 0.24733 -6.53386 -6.94240
C 0.60047 -7.99632 -6.21783
O -1.15852 -6.17598 -6.69784
C -1.79679 -5.58374 -7.89167
O -1.53603 -4.32435 -8.33598
C -2.95511 -6.39586 -8.78255
S -2.82917 -8.26081 -8.64238
C -0.84576 -0.47524 -2.67065
N -1.69473 0.14690 -1.54714
H -0.27788 2.07680 5.26592
H 1.00413 0.61836 4.98418
H -0.67416 0.30466 5.88904
H -0.45306 1.10796 2.67435
H -0.84844 -0.56228 3.45294
H -3.12072 0.19961 3.15688
H -2.80937 0.69312 4.96085
H -3.08692 3.15350 4.54818
H -2.06179 2.99620 2.97415
H -4.56086 1.51709 2.16547
H -5.17041 3.02902 3.19562
H -5.00680 4.20000 1.02264
H -3.19338 4.41689 1.50185
H -3.38980 3.57960 -0.96060
H -4.30294 1.99529 -0.37698
H -1.39977 2.94196 0.87154
H -2.30614 1.21333 1.08531
H 0.54308 3.20690 -0.77734
H 4.49806 3.04677 -0.84098
H 4.47143 1.12048 -0.45355
H 2.87750 2.16632 -0.41830
H 2.55197 -2.91491 -3.70137
H 0.66827 -2.84296 -3.65961
H 2.28109 -5.34615 -6.78905
H 1.52830 -5.77143 -5.08837
H 0.53321 -6.56728 -8.08607
H -0.27575 -8.76223 -6.35209
H 0.76149 -7.81187 -5.05340
H 1.62717 -8.39039 -6.62511
H -2.76610 -6.05632 -9.90367
H -3.98183 -5.93855 -8.45146
H -3.65566 -8.74120 -9.70435
H -1.21537 -1.49071 -3.17081
H -2.56432 -0.37226 -1.29063
C 5.43051 -3.67104 -4.99114
O 4.59994 -3.43199 -4.12888
N 5.10810 -3.83005 -6.28747
N 6.74255 -3.79698 -4.72217
H 5.77780 -4.02723 -7.01181
H 4.13056 -3.74306 -6.53284
H 7.02788 -3.68459 -3.75809
H 7.44141 -3.99366 -5.41852
C -3.43817 4.46601 7.13514
O -3.82980 3.43962 6.60256
N -2.75802 4.46942 8.29577
N -3.65181 5.68555 6.60912
H -2.42735 5.30416 8.74955
H -2.57582 3.57185 8.72534
H -4.16034 5.72767 5.73555
H -3.33720 6.54201 7.03280
C -2.39140 6.82618 11.54156
O -2.30092 6.26034 10.46354
N -1.51981 6.62186 12.54569
N -3.37089 7.70461 11.82192
H -1.57782 7.07842 13.44026
H -0.76692 5.96787 12.37599
H -4.04833 7.88712 11.09305
H -3.46201 8.18043 12.70357
C -1.60431 1.43377 10.82825
O -2.43200 2.17435 10.32133
N -1.13937 0.33228 10.21162
N -1.08316 1.65281 12.04893
H -0.45794 -0.28960 10.61284
H -1.50592 0.13084 9.29053
H -1.40638 2.47161 12.54752
H -0.40081 1.05449 12.48299
C 6.84826 -2.04376 -9.33554
O 7.35512 -2.90347 -8.63235
N 5.91801 -1.18590 -8.87902
N 7.17451 -1.87735 -10.62995
H 5.48927 -0.47142 -9.44271
H 5.64394 -1.27697 -7.90951
H 7.87117 -2.50277 -11.01338
H 6.76816 -1.17530 -11.22493

Summary:
HOMO-LUMO gap = 5.651 eV
Lowest unoccupied orbital energy = -4.6 eV
HOMO level = -10.24 eV
Total charge = +1